94
Properties=species:S:1:pos:R:3:lowdin_charge:R:1 method="wB97M-V/def2-TZVPD" homo_ev=-8.00 spin_multiplicity=1 e_above_lowest_kj_mol=44.1 energy_ha=-5284.88704 lumo_ha=-0.0459
Ru -0.0119 -0.1773 0.3024 0.533
C -1.7167 2.6166 3.3544 -0.003
C -1.8684 3.0726 1.9432 -0.242
N -2.7344 4.0243 1.6874 0.136
C -2.9328 4.4270 0.4245 -0.101
C -2.2826 3.8897 -0.6513 -0.156
C -2.6551 4.3129 -2.0459 -0.206
O -3.1474 3.2281 -2.8238 -0.088
C -1.3323 2.8645 -0.4043 -0.084
C -0.7484 2.1793 -1.5246 -0.028
N -0.2452 0.9903 -1.4986 -0.035
C 0.0097 0.3618 -2.7505 -0.321
C -0.7632 0.6014 -3.8868 -0.008
C -0.4912 -0.0866 -5.0596 -0.070
C 0.5184 -1.0343 -5.1101 -0.077
C 1.2728 -1.3014 -3.9767 -0.133
C 1.0046 -0.5941 -2.8215 -0.589
I 2.1050 -0.8866 -1.0821 1.315
C -1.0889 2.4574 0.9078 -0.272
O -0.1416 1.5930 1.2446 -0.317
H -2.6364 2.8189 3.8991 0.089
H -0.8944 3.1428 3.8431 0.080
H -1.4804 1.5569 3.3882 0.065
H -3.6857 5.1939 0.2831 0.116
H -1.7918 4.7094 -2.5862 0.123
H -3.3925 5.1168 -1.9845 0.121
H -3.9892 2.9448 -2.4335 0.024
H -0.8067 2.6736 -2.4881 0.126
H -1.5914 1.2968 -3.8390 0.110
H -1.0952 0.1077 -5.9363 0.113
H 0.7145 -1.5765 -6.0259 0.110
H 2.0533 -2.0494 -3.9957 0.102
N -2.0286 -0.2076 0.1646 -0.017
C -3.1360 0.0754 0.3675 -0.181
C -4.4774 0.3445 0.4588 -0.244
C -4.9429 1.3871 -0.3797 -0.181
N -5.2331 2.2635 -1.0750 0.164
C -5.3422 -0.4216 1.2823 -0.224
N -6.0481 -1.0476 1.9432 0.138
I -0.4488 -1.8126 2.3270 0.457
C 5.1594 2.6050 -0.4916 -0.086
C 5.5374 1.4632 0.1950 -0.082
C 4.6029 0.7655 0.9540 -0.128
C 3.2838 1.2058 1.0306 -0.413
C 2.9157 2.3642 0.3413 -0.148
C 3.8461 3.0585 -0.4138 -0.078
Ge 1.9684 0.1766 2.0653 0.794
C 2.8510 -1.4281 2.7784 -0.388
C 3.1575 -2.5656 2.0353 -0.170
C 3.8358 -3.6338 2.6007 -0.084
C 4.2238 -3.5861 3.9335 -0.087
C 3.9250 -2.4641 4.6903 -0.076
C 3.2451 -1.3956 4.1178 -0.101
C 1.5065 1.2656 3.6194 -0.316
C 0.7660 0.7726 4.6904 -0.164
C 0.5917 1.5246 5.8416 -0.082
C 1.1488 2.7931 5.9387 -0.090
C 1.8890 3.2975 4.8809 -0.084
C 2.0750 2.5341 3.7337 -0.092
H 5.8861 3.1472 -1.0829 0.102
H 6.5599 1.1113 0.1409 0.104
H 4.9044 -0.1279 1.4871 0.097
H 1.8937 2.7146 0.3924 0.092
H 3.5523 3.9573 -0.9421 0.104
H 2.8322 -2.6664 0.9986 0.032
H 4.0491 -4.5110 2.0032 0.103
H 4.7476 -4.4219 4.3792 0.101
H 4.2170 -2.4167 5.7319 0.104
H 3.0234 -0.5312 4.7266 0.091
H 0.3175 -0.2141 4.6311 0.038
H 0.0109 1.1203 6.6610 0.107
H 1.0075 3.3837 6.8345 0.102
H 2.3309 4.2839 4.9468 0.103
H 2.6713 2.9386 2.9290 0.090
C -2.9380 -2.8321 -4.1937 -0.052
N -2.5434 -2.8536 -2.7938 -0.189
C -3.2659 -1.9020 -1.9558 -0.081
C -1.4132 -3.4562 -2.3477 -0.728
S -0.6306 -2.9714 -0.9420 0.591
N -0.9595 -4.5264 -3.0752 -0.215
C 0.3687 -5.0516 -2.8184 -0.106
C -1.8957 -5.5451 -3.5446 -0.051
H -3.0940 -1.7963 -4.4913 0.087
H -3.8698 -3.3788 -4.3595 0.094
H -2.1559 -3.2574 -4.8144 0.085
H -4.3345 -2.0116 -2.1458 0.103
H -2.9687 -0.8754 -2.1818 0.083
H -3.0565 -2.0976 -0.9080 0.043
H 1.0713 -4.2367 -2.6768 0.052
H 0.6695 -5.6467 -3.6824 0.092
H 0.3907 -5.6795 -1.9234 0.089
H -2.9159 -5.2494 -3.3375 0.083
H -1.7018 -6.4801 -3.0125 0.095
H -1.7869 -5.7279 -4.6156 0.093



88
Properties=species:S:1:pos:R:3:lowdin_charge:R:1 method="wB97M-V/def2-TZVPD" homo_ev=-9.44 spin_multiplicity=1 charge=+1 energy_ha=-4897.32480 lumo_ha=-0.1687
Sc -0.4331 -0.3857 1.6122 1.079
C -1.5709 2.0951 3.1241 0.029
O -0.3083 1.4202 2.8011 -0.238
C 0.5874 1.1242 3.8440 -0.204
C 1.1010 2.1650 4.6858 0.021
C 1.9284 1.8289 5.7598 -0.058
C 2.0987 0.5006 6.1326 -0.075
C 1.5707 -0.4773 5.3735 -0.001
C 0.9030 -0.1904 4.1551 -0.222
N 0.4212 -1.1564 3.3314 -0.052
N 0.2672 -2.3767 3.9150 0.167
C -0.7220 -3.1929 3.5473 -0.141
C -1.9045 -2.7678 2.8095 -0.232
O -1.8352 -1.6913 2.0219 -0.127
C -3.0532 -3.5655 2.7840 -0.003
C -3.1105 -4.7313 3.4789 0.008
C -2.0023 -5.1872 4.2162 -0.155
C -2.0631 -6.4102 4.9109 -0.029
C -0.9801 -6.9574 5.5580 -0.063
C 0.2614 -6.2922 5.4811 -0.024
C 0.3731 -5.0138 4.8446 -0.007
C -0.7198 -4.4818 4.1827 -0.096
H -1.9025 1.7557 4.1407 0.133
H -1.3496 3.1600 3.1905 0.105
H -2.2156 1.8096 2.3001 0.096
H 0.7868 3.2027 4.5118 0.127
H 2.4295 2.6033 6.3665 0.123
H 2.7207 0.2363 6.9449 0.107
H 1.6725 -1.4999 5.6763 0.109
H -3.8889 -3.2844 2.0698 0.154
H -4.0426 -5.3312 3.4454 0.143
H -3.0665 -6.9501 4.9118 0.143
H -1.0882 -7.8368 6.1767 0.109
H 1.1548 -6.6363 5.9599 0.100
H 1.2942 -4.5175 5.1170 0.109
C 2.3188 5.7027 -4.2910 -0.050
C 1.4834 5.1077 -3.1848 -0.252
C 0.0871 5.1120 -3.2405 -0.032
C -0.7091 4.1878 -2.6015 -0.302
C -2.2264 4.1941 -2.8751 -0.055
C -0.0973 3.2906 -1.7198 -0.298
As -1.0410 1.5672 -1.4989 1.290
N -0.1374 0.4958 -0.2797 -0.355
C 0.6362 -0.7158 -0.4600 -0.480
C 0.0815 -1.8726 -1.0541 -0.032
C 0.5636 -3.1408 -0.6800 -0.041
C 1.7898 -3.2522 0.0528 -0.054
C 2.3665 -2.0901 0.6181 -0.067
C 1.8113 -0.8409 0.2976 -0.110
C -0.6850 0.8137 -3.2683 -0.308
C -1.7621 0.1996 -3.9857 -0.285
C -3.0372 -0.1783 -3.2539 -0.113
C -1.5745 -0.1958 -5.3497 -0.016
C -0.4768 0.2460 -6.0632 -0.268
C -0.4957 0.1022 -7.5710 -0.046
C 0.5927 0.7933 -5.3449 -0.013
C 0.5575 0.8390 -3.9501 -0.246
C 1.8865 0.6097 -3.1963 -0.011
C 1.2272 3.5457 -1.2892 -0.292
C 1.8436 2.9292 -0.0922 -0.066
C 2.0274 4.3098 -2.1534 -0.015
H 1.6871 6.0922 -5.1221 0.086
H 2.8856 4.8668 -4.7189 0.082
H 2.9751 6.5285 -4.0043 0.079
H -0.5184 5.6905 -3.9994 0.131
H -2.4194 5.0100 -3.5318 0.059
H -2.7763 4.2664 -1.9295 0.080
H -2.5353 3.2667 -3.3561 0.055
H -0.8017 -1.6859 -1.7372 0.129
H 0.0824 -4.0003 -1.1115 0.104
H 2.3494 -4.1967 0.1841 0.115
H 3.3164 -2.1657 1.1594 0.119
H 2.3354 0.0456 0.6099 0.105
H -3.6692 0.7312 -2.9358 0.087
H -2.9027 -0.7126 -2.2716 0.058
H -3.6926 -0.8345 -3.9193 0.092
H -2.4755 -0.6734 -5.7054 0.107
H 0.4578 -0.1889 -8.0182 0.078
H -0.9517 1.0055 -8.1058 0.112
H -1.2147 -0.6744 -7.7500 0.058
H 1.5655 1.0143 -5.8636 0.134
H 1.9773 -0.3294 -2.6754 0.067
H 2.0619 1.3833 -2.4743 0.038
H 2.6571 0.7511 -3.9805 0.087
H 2.4065 2.0466 -0.4036 0.059
H 1.1310 2.4843 0.5822 0.040
H 2.6531 3.5240 0.3597 0.099
H 3.0714 4.0277 -2.2276 0.124



98
Properties=species:S:1:pos:R:3:lowdin_spin:R:1 method="wB97M-V/def2-TZVPD" s_squared=0.7659 homo_ev="-17.85 / -17.85" spin_multiplicity=2 e_above_lowest_kj_mol=0.0 charge=+4 energy_ha=-3073.20942 lumo_ha="-0.4106 / -0.4884"
Hf 0.1927 0.8070 -0.7802 0.030
C 1.1815 -3.2509 -2.1419 0.002
C 0.2436 -2.2865 -1.8533 0.002
N 0.8450 -1.0830 -1.7065 0.015
N 2.1900 -1.2832 -1.8999 0.000
C 2.4007 -2.5781 -2.1570 0.006
B 3.1218 -0.0238 -1.9602 0.001
N 3.1738 0.6419 -0.5190 0.001
C 4.2634 0.9951 0.1627 0.004
C 3.8893 1.7473 1.2756 0.002
C 2.5183 1.8215 1.2124 0.001
N 2.0744 1.1368 0.1285 0.009
N 2.3974 0.9907 -2.8995 0.000
C 2.7531 1.3400 -4.1411 0.000
C 1.8075 2.2138 -4.6544 0.000
C 0.8648 2.3327 -3.6555 0.000
N 1.2057 1.5860 -2.5832 0.000
N 4.5129 -0.2825 -2.4115 0.000
C 5.4764 0.6315 -2.7675 0.000
C 6.6531 -0.0391 -2.9166 0.000
C 6.3377 -1.3846 -2.6106 0.000
N 5.0666 -1.5219 -2.3069 0.000
H 1.0250 -4.2963 -2.3433 0.000
H -0.8297 -2.3732 -1.7535 0.000
H 3.4072 -2.9173 -2.3445 0.000
H 5.2443 0.7089 -0.1839 0.000
H 4.5429 2.1883 2.0084 0.000
H 1.8214 2.3212 1.8673 0.000
H 3.6560 0.9553 -4.5857 0.000
H 1.8186 2.6946 -5.6171 0.000
H -0.0276 2.9336 -3.6516 0.000
H 5.2518 1.6806 -2.8792 0.000
H 7.6058 0.3690 -3.2057 0.000
H 6.9890 -2.2437 -2.6149 0.000
N -1.4914 -1.5772 1.5830 0.054
P -2.0686 -0.2358 0.7033 0.022
C -3.4054 -0.8564 -0.3331 0.006
C -4.2734 0.0478 -0.9530 0.002
C -5.3163 -0.4156 -1.7367 0.000
C -5.5026 -1.7817 -1.9181 0.002
C -4.6472 -2.6853 -1.3023 0.000
C -3.6036 -2.2271 -0.5113 0.002
C -2.7133 0.9526 1.8800 0.002
C -4.0773 1.1380 2.1150 0.002
C -4.4897 2.0355 3.0898 0.000
C -3.5501 2.7419 3.8299 0.002
C -2.1903 2.5553 3.6007 0.000
C -1.7693 1.6707 2.6239 0.000
P 0.1637 -1.7413 1.7808 0.332
C 0.5654 -3.4336 1.6379 0.097
C 1.7227 -3.9252 2.2718 0.055
C 2.0112 -5.2706 2.2067 0.007
C 1.1705 -6.1311 1.5025 0.111
C 0.0435 -5.6521 0.8442 0.011
C -0.2466 -4.3075 0.8813 0.057
C 0.7609 -1.0289 3.3075 0.071
C 2.1082 -0.6682 3.4076 0.018
C 2.6036 -0.2178 4.6187 0.000
C 1.7533 -0.1075 5.7143 0.026
C 0.4078 -0.4475 5.6044 0.006
C -0.1020 -0.8997 4.4007 0.024
H -2.1326 -2.0584 2.2114 0.005
H -4.1724 1.1134 -0.7759 0.000
H -6.0080 0.2863 -2.1844 0.000
H -6.3271 -2.1397 -2.5198 0.000
H -4.8066 -3.7486 -1.4192 0.000
H -2.9668 -2.9432 -0.0099 0.000
H -4.8168 0.5692 1.5671 0.000
H -5.5454 2.1705 3.2827 0.000
H -3.8761 3.4344 4.5946 0.000
H -1.4628 3.0978 4.1904 0.000
H -0.7056 1.5158 2.4596 0.000
H 2.3505 -3.2615 2.8510 0.002
H 2.8769 -5.6658 2.7203 -0.001
H 1.3939 -7.1898 1.4684 0.005
H -0.5965 -6.3408 0.3098 -0.001
H -1.1137 -3.9209 0.3650 0.002
H 2.7697 -0.7666 2.5538 0.001
H 3.6494 0.0401 4.7157 0.000
H 2.1402 0.2425 6.6622 0.001
H -0.2423 -0.3688 6.4654 0.001
H -1.1484 -1.1681 4.3269 0.001
C -1.7695 5.1677 0.0563 0.000
N -2.0642 4.1368 -0.9613 0.000
C -3.0191 4.3228 -1.9290 0.000
C -3.2632 3.3897 -2.8731 0.000
C -2.5063 2.1825 -2.8482 0.000
N -1.5919 2.0042 -1.8662 0.000
C -1.3672 2.9942 -0.9754 0.000
O -0.4247 2.7535 -0.1437 0.000
N -2.6633 1.2486 -3.7658 0.000
H -2.5645 5.9068 0.0363 0.000
H -0.8176 5.6451 -0.1658 0.000
H -1.7301 4.6974 1.0351 0.000
H -3.5524 5.2633 -1.8903 0.000
H -4.0084 3.5639 -3.6356 0.000
H -3.3283 1.3664 -4.5164 0.000
H -2.1271 0.3956 -3.7523 0.000



89
Properties=species:S:1:pos:R:3:lowdin_charge:R:1 method="wB97M-V/def2-TZVPD" homo_ev=-10.48 spin_multiplicity=1 e_above_lowest_kj_mol=0.0 charge=+1 energy_ha=-7423.03348 lumo_ha=-0.1449
Ru -0.4114 -0.1180 0.0982 0.435
S 1.6715 0.2946 0.2828 0.664
C 1.9787 1.1707 1.8164 -0.587
C 3.3006 1.5190 2.0652 -0.111
C 3.6136 2.2515 3.2002 -0.058
C 2.6121 2.6533 4.0680 -0.059
C 1.2953 2.3030 3.8160 -0.091
C 0.9751 1.5335 2.7045 -0.377
As -0.8315 1.0311 2.2430 1.297
C -1.7392 2.7245 2.4209 -0.368
C -2.7129 2.9187 3.3944 -0.089
C -3.3230 4.1599 3.5190 -0.068
C -2.9574 5.2016 2.6811 -0.069
C -1.9802 5.0077 1.7144 -0.068
C -1.3707 3.7703 1.5811 -0.133
C -1.5239 -0.0754 3.6578 -0.378
C -0.8450 -0.2644 4.8556 -0.087
C -1.4016 -1.0685 5.8431 -0.068
C -2.6323 -1.6713 5.6391 -0.068
C -3.3100 -1.4797 4.4426 -0.071
C -2.7551 -0.6894 3.4490 -0.125
H 4.0769 1.2248 1.3713 0.102
H 4.6410 2.5207 3.3990 0.114
H 2.8542 3.2440 4.9398 0.113
H 0.5116 2.6418 4.4848 0.116
H -3.0003 2.1082 4.0536 0.099
H -4.0815 4.3106 4.2746 0.110
H -3.4314 6.1680 2.7827 0.110
H -1.6921 5.8218 1.0634 0.109
H -0.6024 3.6257 0.8291 0.068
H 0.1209 0.1917 5.0256 0.094
H -0.8695 -1.2197 6.7718 0.109
H -3.0659 -2.2915 6.4115 0.110
H -4.2683 -1.9535 4.2788 0.111
H -3.2787 -0.5620 2.5067 0.112
S -1.3972 1.4947 -1.0230 0.635
C -1.3198 1.2379 -2.7801 -0.643
C -1.9519 2.1687 -3.5963 -0.103
C -1.9392 1.9917 -4.9707 -0.057
C -1.3207 0.8826 -5.5318 -0.057
C -0.6919 -0.0453 -4.7137 -0.089
C -0.6710 0.1479 -3.3395 -0.404
As 0.1114 -1.0900 -2.1016 1.252
C -0.7567 -2.7318 -2.6450 -0.369
C -2.1266 -2.8256 -2.4256 -0.115
C -2.8186 -3.9509 -2.8427 -0.069
C -2.1444 -4.9837 -3.4800 -0.068
C -0.7799 -4.8874 -3.7059 -0.067
C -0.0815 -3.7588 -3.2959 -0.087
C 1.9528 -1.3253 -2.6056 -0.407
C 2.5066 -0.6466 -3.6834 -0.120
C 3.8346 -0.8656 -4.0243 -0.077
C 4.6077 -1.7499 -3.2868 -0.065
C 4.0558 -2.4204 -2.2032 -0.064
C 2.7286 -2.2107 -1.8632 -0.138
H -2.4545 3.0209 -3.1593 0.107
H -2.4301 2.7158 -5.6058 0.113
H -1.3361 0.7358 -6.6020 0.111
H -0.2244 -0.9230 -5.1461 0.116
H -2.6593 -2.0207 -1.9241 0.109
H -3.8844 -4.0206 -2.6719 0.111
H -2.6854 -5.8614 -3.8047 0.110
H -0.2542 -5.6881 -4.2078 0.110
H 0.9834 -3.6893 -3.4850 0.100
H 1.9206 0.0693 -4.2455 0.087
H 4.2648 -0.3359 -4.8637 0.114
H 5.6405 -1.9189 -3.5563 0.110
H 4.6574 -3.1069 -1.6228 0.111
H 2.3048 -2.7333 -1.0100 0.102
C 3.9318 2.4214 -2.1247 -0.394
S 2.1558 2.5279 -2.3855 0.719
C 1.8047 3.9360 -1.3185 -0.408
H 4.4335 3.3219 -2.4735 0.043
H 4.2961 1.5700 -2.6904 0.014
H 4.1650 2.2615 -1.0720 0.025
H 2.0767 3.7244 -0.2837 0.030
H 0.7330 4.1218 -1.3675 0.018
H 2.3279 4.8298 -1.6565 0.042
C 0.5197 -3.1399 1.9298 -0.045
C -0.6237 -2.9355 0.9444 -0.524
C -1.8035 -3.8376 1.2608 -0.036
O -1.0720 -1.5836 1.0661 -0.440
H 0.8828 -4.1676 1.8868 0.089
H 0.1701 -2.9376 2.9433 0.084
H 1.3559 -2.4729 1.7108 0.055
H -0.2720 -3.1301 -0.0668 0.090
H -2.1719 -3.6175 2.2631 0.077
H -1.5029 -4.8839 1.2244 0.089
H -2.6152 -3.6870 0.5477 0.074



86
Properties=species:S:1:pos:R:3:lowdin_charge:R:1 method="wB97M-V/def2-TZVPD" homo_ev=-12.93 spin_multiplicity=1 e_above_lowest_kj_mol=0.0 charge=+2 energy_ha=-6163.49593 lumo_ha=-0.2263
Ga -2.3811 21.9184 8.1313 0.744
C -1.9652 21.2757 10.5979 -0.105
C -0.7962 20.6285 10.2220 -0.078
C -0.0574 21.5410 9.4975 -0.083
C -0.7733 22.7563 9.3409 -0.166
C -2.0061 22.5757 10.0652 -0.224
H -2.7084 20.8580 11.1729 0.101
H -0.5978 19.6211 10.5766 0.133
H 0.8128 21.3994 8.8757 0.119
H -0.4803 23.6572 8.8125 0.129
H -2.3765 23.4265 10.6086 0.142
C -7.0497 27.1425 3.6231 -0.026
C -6.4379 26.0561 4.5063 -0.167
C -7.2028 25.5709 5.6076 0.039
C -6.5818 24.6087 6.4312 -0.148
C -7.3206 24.1095 7.6868 -0.020
C -5.2614 24.1643 6.1203 -0.121
C -4.6089 23.4813 7.1467 -0.157
O -3.4550 23.0883 7.1339 -0.039
C -4.5793 24.4971 4.9210 -0.154
C -3.2425 23.9193 4.4663 0.010
C -5.1925 25.4559 4.1560 0.019
H -6.7543 27.2058 2.5982 0.071
H -6.8102 28.1824 4.0200 0.121
H -8.1594 27.0601 3.6954 0.096
H -8.1905 25.8829 5.7976 0.112
H -7.0170 23.0739 7.9580 0.072
H -8.4065 24.1452 7.4816 0.100
H -7.0904 24.7821 8.5242 0.104
H -5.1409 23.3510 8.0437 0.116
H -3.2387 22.8787 4.8118 0.058
H -2.4528 24.4528 4.9577 0.092
H -3.1792 23.9266 3.3893 0.095
H -4.7083 25.8772 3.2971 0.126
C -2.9067 18.6156 7.9357 -0.396
C -3.7612 17.4195 7.5835 -0.415
As -4.7162 16.8328 9.2418 1.326
C -5.5628 15.1828 8.5522 -0.402
C -6.7815 15.0524 7.8831 -0.098
C -7.2639 13.7962 7.5498 -0.083
C -6.5485 12.6665 7.8350 -0.072
C -5.3588 12.7843 8.5627 -0.066
C -4.8424 14.0362 8.8746 -0.153
C -6.1496 18.2064 8.9541 -0.397
C -6.7560 18.2860 7.7169 -0.174
C -7.7876 19.2000 7.5085 -0.091
C -8.2646 19.9369 8.5673 -0.094
C -7.7099 19.8064 9.8235 -0.070
C -6.6094 18.9655 10.0394 -0.092
P -2.4465 19.9790 6.7613 1.046
C -0.8571 19.6988 6.1300 -0.398
C -0.5628 18.3941 5.7854 -0.078
C 0.6648 18.0695 5.3096 -0.046
C 1.5606 19.0555 5.0237 -0.025
C 1.3150 20.3875 5.3623 -0.033
C 0.0974 20.7165 5.9113 -0.080
C -3.5882 20.2415 5.4566 -0.377
C -3.1483 20.0973 4.1175 -0.027
C -4.0890 20.3886 3.1151 -0.041
C -5.3454 20.8446 3.4507 -0.059
C -5.7735 20.9594 4.7447 -0.043
C -4.8960 20.5453 5.7601 -0.095
H -1.9515 18.3173 8.3109 0.075
H -3.3945 19.2299 8.7726 0.062
H -3.0933 16.5814 7.2827 0.082
H -4.4922 17.6706 6.8192 0.041
H -7.3313 15.9604 7.7070 0.074
H -8.2337 13.7507 7.0333 0.121
H -6.9578 11.7190 7.5586 0.107
H -4.7274 11.8993 8.8002 0.123
H -3.9357 14.2040 9.4501 0.081
H -6.3780 17.7050 6.8551 0.104
H -8.2744 19.3014 6.4820 0.136
H -9.0490 20.6472 8.4593 0.101
H -8.0060 20.3985 10.6188 0.086
H -6.2018 19.0041 11.0127 0.087
H -1.2645 17.6088 6.0657 0.117
H 0.8745 17.0736 5.0708 0.113
H 2.5306 18.7795 4.6925 0.116
H 2.0175 21.2163 5.2472 0.128
H -0.0942 21.7183 6.2353 0.090
H -2.1237 19.7771 3.8620 0.123
H -3.8288 20.3403 2.0752 0.116
H -5.9922 21.1962 2.6329 0.133
H -6.7487 21.2823 4.9923 0.106
H -5.2222 20.5600 6.7859 0.104